Here is an isolated molecule of C2H4N2O from the OMol25 dataset. Energies are from ωB97M-V/def2-TZVPD.

Last column: natural (NBO) charge in e.
Geometry (Å):
C1 0.01 -0.70 0.91  -0.44
N1 0.54 0.32 0.01  -0.35
N2 -0.61 1.31 -0.63  -0.55
C2 0.03 0.37 -1.33  0.75
O1 0.14 -0.20 -2.36  -0.52
H1 0.20 1.79 -0.02  0.47
H2 0.72 -1.53 0.90  0.22
H3 -0.06 -0.29 1.92  0.21
H4 -0.97 -1.07 0.60  0.20

Values from the calculation:
multiplicity = 1
HOMO-LUMO gap = 0.40947 Eh
E_HOMO = -10.38 eV
relative energy (zero: lowest compared OMol25 entry of this formula, charge and spin) = 83.1 kcal per mole
energy = -7162.87550 eV
SMILES string = CN1NC1=O

---

Here is C51H52CdN5O6P as an isolated structure from the OMol25 dataset. Energies are from ωB97M-V/def2-TZVPD.

Last column: Mulliken charge in e.
Geometry (Å):
Cd1 -0.11 -0.99 0.16  4.50
C1 -1.99 -3.65 3.47  -0.60
O1 -1.83 -2.40 2.83  0.01
C2 -2.48 -1.36 3.52  -0.99
C3 -2.65 -0.18 2.58  -0.88
O2 -1.43 0.36 2.08  0.02
C4 -0.65 1.02 3.06  -0.70
C5 0.35 1.91 2.36  -0.51
O3 1.47 1.14 1.96  0.26
C6 2.59 1.29 2.81  -1.31
H1 -1.42 -4.37 2.89  -0.07
H2 -3.05 -3.95 3.49  0.35
H3 -1.60 -3.63 4.49  0.34
H4 -3.47 -1.67 3.85  0.50
H5 -1.90 -1.07 4.41  0.38
H6 -3.22 -0.50 1.71  0.27
H7 -3.20 0.60 3.12  0.48
H8 -1.31 1.62 3.70  0.46
H9 -0.11 0.30 3.68  0.22
H10 -0.11 2.32 1.45  -0.15
H11 0.65 2.73 3.01  0.52
H12 2.93 2.32 2.82  0.25
H13 2.37 0.97 3.83  0.45
H14 3.38 0.66 2.40  0.34
N1 1.60 -10.99 0.13  -0.55
C7 1.33 -9.87 0.13  -0.12
C8 0.99 -8.48 0.15  0.62
C9 -0.27 -8.10 0.62  -0.93
C10 -0.61 -6.75 0.67  0.00
C11 0.31 -5.79 0.28  -0.91
C12 1.56 -6.17 -0.20  -0.04
C13 1.90 -7.51 -0.27  -0.85
C14 0.01 -4.33 0.40  1.80
C15 0.80 -3.66 1.35  -0.37
C16 1.58 -4.30 2.35  -0.92
C17 2.12 -3.30 3.14  -1.71
C18 1.68 -2.09 2.58  -0.65
N2 0.90 -2.29 1.53  0.69
C19 -1.02 -3.85 -0.42  -0.51
C20 -1.77 -4.63 -1.34  -1.10
C21 -2.72 -3.80 -1.88  -1.56
C22 -2.52 -2.54 -1.28  -0.55
N3 -1.51 -2.55 -0.42  0.42
H15 -0.97 -8.85 0.94  0.44
H16 -1.58 -6.45 1.04  0.46
H17 2.25 -5.41 -0.52  0.60
H18 2.87 -7.82 -0.64  0.47
H19 1.68 -5.36 2.49  0.58
H20 2.76 -3.42 4.00  0.49
H21 1.94 -1.09 2.90  0.31
H22 -1.60 -5.67 -1.57  0.61
H23 -3.48 -4.05 -2.61  0.48
H24 -3.10 -1.64 -1.45  0.57
O4 2.08 -2.73 -1.51  -0.65
C23 1.96 -1.56 -1.87  -0.39
O5 0.89 -0.84 -1.77  -0.18
C24 3.12 -0.85 -2.54  0.27
C25 3.96 -1.61 -3.35  -0.59
C26 4.99 -1.01 -4.06  -0.60
C27 5.20 0.35 -3.94  -0.80
C28 4.41 1.10 -3.09  0.31
C29 3.36 0.52 -2.37  -0.66
P1 2.31 1.60 -1.29  1.42
C30 1.61 2.70 -2.61  0.42
C31 1.48 2.24 -3.92  -0.35
C32 0.89 3.02 -4.90  -0.83
C33 0.41 4.29 -4.60  -0.54
C34 0.50 4.75 -3.30  -0.92
C35 1.07 3.96 -2.31  -0.30
C36 3.66 2.60 -0.49  0.63
C37 3.47 3.89 0.01  -0.33
C38 4.44 4.52 0.77  -0.88
C39 5.62 3.87 1.09  -0.52
C40 5.80 2.57 0.66  -0.80
C41 4.83 1.94 -0.11  -0.37
H25 3.77 -2.67 -3.43  0.49
H26 5.61 -1.61 -4.71  0.40
H27 5.99 0.83 -4.50  0.42
H28 4.59 2.16 -2.99  0.48
H29 1.83 1.25 -4.18  0.38
H30 0.81 2.63 -5.91  0.42
H31 -0.04 4.90 -5.37  0.40
H32 0.09 5.72 -3.04  0.42
H33 1.07 4.33 -1.30  0.20
H34 2.55 4.42 -0.20  0.03
H35 4.26 5.53 1.13  0.39
H36 6.38 4.37 1.68  0.39
H37 6.71 2.03 0.92  0.41
H38 4.99 0.91 -0.41  0.51
C42 -2.90 4.07 2.16  -0.73
C43 -3.03 4.51 0.71  -1.05
N4 -4.32 4.19 0.13  0.23
C44 -5.46 5.02 0.56  -0.83
C45 -6.48 4.25 1.39  -1.09
C46 -4.56 3.31 -0.87  0.26
O6 -5.64 3.26 -1.45  -0.67
C47 -3.48 2.36 -1.33  0.39
C48 -3.43 2.09 -2.70  -0.77
C49 -2.52 1.16 -3.17  -1.38
C50 -1.69 0.52 -2.26  -0.88
N5 -1.76 0.74 -0.94  1.11
C51 -2.63 1.64 -0.50  -1.17
H39 -1.89 4.24 2.53  0.36
H40 -3.13 3.00 2.26  0.00
H41 -3.60 4.62 2.80  0.50
H42 -2.25 4.04 0.10  0.53
H43 -2.88 5.59 0.64  0.39
H44 -5.95 5.41 -0.34  0.44
H45 -5.05 5.86 1.12  0.41
H46 -6.92 3.46 0.79  0.31
H47 -7.28 4.93 1.70  0.39
H48 -6.03 3.82 2.28  0.26
H49 -4.11 2.61 -3.36  0.54
H50 -2.44 0.93 -4.22  0.54
H51 -0.96 -0.21 -2.58  0.58
H52 -2.66 1.77 0.57  0.74

Values from the calculation:
multiplicity = 1
HOMO-LUMO gap = 0.25154 Eh
E_HOMO = -7.33 eV
energy = -87319.55106 eV

---

Here is C7H28O7 as an isolated structure from the OMol25 dataset. Energies are from ωB97M-V/def2-TZVPD.

Last column: natural (NBO) charge in e.
Geometry (Å):
C1 -0.97 0.94 3.71  -0.25
O1 -0.76 1.44 5.01  -0.72
H1 -0.05 0.53 3.29  0.20
H2 -1.61 0.05 3.75  0.15
H3 -1.50 1.57 3.00  0.15
H4 -1.51 1.28 5.57  0.47
C2 0.54 0.29 0.48  -0.28
O2 -0.24 1.33 -0.19  -0.75
H5 1.60 0.57 0.46  0.17
H6 0.20 0.20 1.51  0.18
H7 0.46 -0.68 -0.01  0.17
H8 -1.12 0.96 -0.30  0.43
C3 -0.36 -1.30 -2.10  -0.29
O3 0.50 -2.40 -2.14  -0.72
H9 0.23 -0.40 -2.33  0.23
H10 -1.09 -1.36 -2.91  0.16
H11 -0.85 -1.05 -1.16  0.15
H12 0.06 -3.19 -1.80  0.47
C4 2.66 -1.17 1.82  -0.28
O4 2.01 -0.30 2.76  -0.75
H13 2.21 -0.93 0.85  0.20
H14 3.73 -0.98 1.83  0.17
H15 2.51 -2.20 2.13  0.18
H16 2.03 0.63 2.53  0.47
C5 2.48 -1.18 -1.17  -0.24
O5 3.83 -1.47 -1.09  -0.73
H17 2.15 -1.03 -2.20  0.19
H18 2.00 -2.00 -0.63  0.18
H19 2.36 -0.16 -0.78  0.15
H20 3.96 -2.06 -0.35  0.46
C6 -3.34 0.29 -0.93  -0.27
O6 -2.14 0.85 -0.36  -0.67
H21 -3.10 -0.61 -1.49  0.21
H22 -4.06 0.06 -0.14  0.19
H23 -3.72 1.07 -1.59  0.20
H24 -2.32 1.65 0.13  0.51
C7 -1.43 1.90 -2.72  -0.26
O7 -0.01 1.63 -2.43  -0.77
H25 -1.56 2.27 -3.73  0.18
H26 -2.02 0.98 -2.69  0.14
H27 -1.79 2.67 -2.04  0.15
H28 0.04 1.31 -1.53  0.46

Values from the calculation:
multiplicity = 1
HOMO-LUMO gap = 0.34320 Eh
E_HOMO = -9.18 eV
relative energy (zero: lowest compared OMol25 entry of this formula, charge and spin) = 213.3 kcal per mole
energy = -22036.63004 eV

---

Here is a 7-piece molecular cluster, C53H68ClF6N3OP overall from the OMol25 dataset. Energies are from ωB97M-V/def2-TZVPD.

Last column: Mulliken charge in e.
Geometry (Å):
C1 -0.43 4.05 -0.18  -1.68
C2 0.36 3.04 -1.00  1.42
C3 0.37 3.37 -2.51  -0.75
C4 0.23 2.18 -3.47  -0.56
C5 1.49 1.36 -3.73  -1.32
C6 2.11 0.71 -2.48  2.51
C7 3.41 1.35 -2.01  -1.09
C8 4.24 0.51 -1.03  -0.27
C9 4.55 -0.92 -1.48  -0.82
C10 3.59 -2.05 -1.08  -1.06
C11 2.97 -1.96 0.32  -0.26
C12 1.66 -1.17 0.37  0.50
C13 0.69 -1.57 1.48  -0.79
C14 -0.74 -1.02 1.22  0.71
C15 -1.82 -2.10 0.94  -1.24
C16 -2.44 -2.06 -0.47  -0.68
N1 -3.78 -1.35 -0.41  0.34
C17 -3.64 0.03 -0.35  -0.46
N2 -2.97 0.72 -1.38  -0.12
N3 -4.10 0.62 0.72  0.14
P1 -4.68 -1.81 -1.89  0.20
O1 -5.51 -2.93 -1.10  -0.43
Cl1 -6.04 -0.22 -1.87  -0.19
H1 -0.25 3.94 0.89  0.44
H2 -1.51 3.94 -0.36  0.32
H3 -0.16 5.07 -0.47  0.41
H4 1.39 3.04 -0.63  0.14
H5 -0.01 2.02 -0.84  -1.00
H6 1.28 3.92 -2.76  0.26
H7 -0.47 4.05 -2.70  0.51
H8 -0.10 2.58 -4.44  0.46
H9 -0.57 1.51 -3.13  0.05
H10 2.24 1.97 -4.24  0.40
H11 1.21 0.57 -4.43  0.39
H12 1.36 0.72 -1.68  -1.48
H13 2.32 -0.33 -2.72  -0.12
H14 4.03 1.54 -2.89  0.36
H15 3.21 2.31 -1.52  0.28
H16 3.79 0.53 -0.03  -0.27
H17 5.19 1.04 -0.92  0.42
H18 4.61 -0.90 -2.58  0.13
H19 5.55 -1.20 -1.13  0.55
H20 4.17 -2.97 -1.11  0.43
H21 2.79 -2.20 -1.82  0.47
H22 3.70 -1.49 0.99  -0.83
H23 2.77 -2.98 0.68  1.06
H24 1.14 -1.29 -0.60  0.31
H25 1.86 -0.10 0.47  0.16
H26 0.66 -2.66 1.55  0.60
H27 1.04 -1.15 2.42  -0.30
H28 -1.05 -0.41 2.07  0.52
H29 -0.68 -0.34 0.36  -0.95
H30 -1.39 -3.09 1.07  0.69
H31 -2.63 -2.00 1.66  0.29
H32 -1.79 -1.58 -1.21  0.62
H33 -2.64 -3.07 -0.83  0.40
H34 -3.44 1.59 -1.62  0.36
H35 -2.04 0.97 -1.07  0.05
H36 -4.45 1.57 0.71  0.28
H37 -4.06 0.11 1.60  0.15
H38 -6.11 -3.41 -1.68  0.36
F1 3.45 -2.26 -4.56  -0.22
C18 4.47 -3.05 -4.99  0.53
C19 5.09 -2.73 -6.18  -0.50
C20 6.13 -3.55 -6.61  -0.29
C21 6.52 -4.65 -5.86  -0.65
C22 5.86 -4.94 -4.67  -0.44
C23 4.83 -4.13 -4.22  -0.34
H39 4.77 -1.88 -6.75  0.31
H40 6.64 -3.31 -7.54  0.38
H41 7.32 -5.28 -6.20  0.38
H42 6.16 -5.80 -4.08  0.38
H43 4.31 -4.34 -3.29  0.42
F2 -10.04 0.57 4.59  -0.34
C24 -9.44 0.20 3.45  0.34
C25 -9.32 1.11 2.43  -0.47
C26 -8.70 0.72 1.25  -0.25
C27 -8.21 -0.58 1.12  -0.44
C28 -8.35 -1.48 2.16  -0.44
C29 -8.97 -1.10 3.35  -0.49
H44 -9.72 2.11 2.55  0.48
H45 -8.60 1.42 0.44  0.38
H46 -7.73 -0.87 0.20  0.37
H47 -7.98 -2.49 2.06  0.39
H48 -9.09 -1.78 4.18  0.46
F3 5.62 -1.15 -8.80  -0.20
C30 5.09 0.04 -9.17  0.68
C31 4.39 0.78 -8.24  -0.47
C32 3.86 2.00 -8.64  -0.36
C33 4.03 2.45 -9.94  -0.66
C34 4.73 1.68 -10.85  -0.31
C35 5.28 0.46 -10.47  -0.63
H49 4.27 0.41 -7.23  0.46
H50 3.31 2.59 -7.92  0.36
H51 3.61 3.40 -10.24  0.37
H52 4.87 2.03 -11.87  0.36
H53 5.84 -0.15 -11.17  0.42
F4 -3.53 0.07 3.37  -0.26
C36 -4.15 1.04 4.12  0.59
C37 -5.44 1.37 3.79  -0.39
C38 -6.10 2.36 4.51  -0.41
C39 -5.43 2.99 5.56  -0.88
C40 -4.12 2.64 5.86  -0.17
C41 -3.46 1.66 5.14  -0.66
H54 -5.93 0.84 2.98  0.38
H55 -7.11 2.63 4.26  0.45
H56 -5.93 3.75 6.13  0.41
H57 -3.59 3.13 6.67  0.41
H58 -2.44 1.37 5.37  0.46
F5 -2.29 3.03 8.65  -0.36
C42 -1.56 1.89 8.65  0.37
C43 -0.67 1.69 7.62  -0.55
C44 0.06 0.52 7.58  0.06
C45 -0.10 -0.43 8.59  -0.59
C46 -1.00 -0.20 9.62  -0.34
C47 -1.74 0.97 9.67  -0.68
H59 -0.57 2.45 6.85  0.52
H60 0.76 0.35 6.78  0.34
H61 0.47 -1.35 8.57  0.40
H62 -1.13 -0.94 10.40  0.38
H63 -2.45 1.18 10.46  0.44
F6 2.67 0.56 5.86  -0.35
C48 3.12 -0.15 4.79  0.53
C49 3.70 0.54 3.74  -0.74
C50 4.15 -0.19 2.65  -0.13
C51 4.01 -1.57 2.62  -0.75
C52 3.42 -2.23 3.69  -0.48
C53 2.97 -1.52 4.79  -0.59
H64 3.80 1.61 3.79  0.48
H65 4.62 0.33 1.83  0.49
H66 4.37 -2.13 1.77  0.62
H67 3.31 -3.31 3.67  0.43
H68 2.51 -2.01 5.64  0.50

Values from the calculation:
charge = +1
multiplicity = 1
HOMO-LUMO gap = 0.24073 Eh
E_HOMO = -10.64 eV
relative energy (zero: lowest compared OMol25 entry of this formula, charge and spin) = 0.0 kcal per mole
energy = -100691.41603 eV